w.
{"formula": "C25H68O9", "method": "ωB97M-V with the def2-TZVPD basis set", "homo_ev": -9.579, "lumo_energy_ev": 0.46, "elements": ["C", "C", "C", "O", "H", "H", "H", "H", "H", "H", "H", "H", "C", "C", "C", "O", "H", "H", "H", "H", "H", "H", "H", "H", "C", "C", "C", "O", "H", "H", "H", "H", "H", "H", "H", "H", "C", "C", "C", "O", "H", "H", "H", "H", "H", "H", "H", "H", "C", "C", "C", "O", "H", "H", "H", "H", "H", "H", "H", "H", "C", "C", "C", "O", "H", "H", "H", "H", "H", "H", "H", "H", "C", "C", "C", "O", "H", "H", "H", "H", "H", "H", "H", "H", "C", "C", "C", "O", "H", "H", "H", "H", "H", "H", "H", "H", "C", "O", "H", "H", "H", "H"], "coordinates": [[0.394, -5.470, 1.031], [0.919, -4.383, 2.017], [0.910, -5.066, 3.328], [2.240, -3.974, 1.565], [-0.655, -5.759, 1.214], [1.052, -6.308, 0.935], [0.391, -5.064, 0.013], [0.399, -3.430, 2.075], [-0.116, -4.992, 3.695], [1.551, -4.542, 4.011], [1.192, -6.118, 3.289], [2.843, -4.722, 1.440], [-2.433, 2.406, -2.731], [-3.022, 3.097, -1.488], [-2.671, 4.567, -1.511], [-4.493, 2.970, -1.630], [-2.894, 1.415, -2.963], [-1.380, 2.212, -2.601], [-2.496, 3.099, -3.549], [-2.638, 2.600, -0.569], [-3.116, 4.984, -2.472], [-1.613, 4.705, -1.517], [-3.090, 5.149, -0.704], [-4.804, 3.810, -1.317], [-1.722, 0.435, 3.784], [-1.404, -1.081, 3.861], [-1.783, -1.558, 5.204], [-1.917, -1.867, 2.788], [-1.434, 0.814, 2.802], [-1.177, 1.009, 4.547], [-2.790, 0.535, 3.981], [-0.323, -1.232, 3.677], [-1.177, -1.147, 6.031], [-1.613, -2.597, 5.237], [-2.840, -1.370, 5.413], [-2.898, -1.869, 2.840], [1.905, 0.936, 2.317], [2.397, -0.452, 1.934], [3.854, -0.619, 1.728], [1.867, -1.428, 2.813], [0.854, 0.979, 2.222], [2.313, 1.728, 1.666], [2.166, 0.994, 3.358], [1.916, -0.696, 0.966], [4.371, -0.367, 2.626], [4.235, -0.005, 0.913], [4.061, -1.689, 1.553], [2.257, -2.252, 2.482], [2.438, 4.312, -2.048], [1.369, 3.299, -2.165], [1.856, 2.152, -2.986], [1.048, 2.786, -0.851], [2.795, 4.746, -2.984], [3.362, 3.796, -1.622], [2.275, 5.121, -1.339], [0.505, 3.767, -2.609], [1.066, 1.417, -3.113], [2.702, 1.676, -2.394], [2.202, 2.362, -4.015], [0.591, 1.938, -0.954], [2.657, -3.497, -2.696], [2.433, -2.572, -1.510], [3.239, -1.240, -1.680], [1.032, -2.109, -1.456], [2.251, -3.172, -3.707], [2.149, -4.478, -2.589], [3.692, -3.748, -2.912], [2.668, -3.063, -0.580], [3.002, -0.580, -0.854], [3.105, -0.814, -2.645], [4.297, -1.547, -1.556], [0.481, -2.868, -1.362], [-0.748, 5.798, 2.838], [-0.096, 4.516, 2.319], [-1.198, 3.626, 1.782], [0.880, 4.905, 1.324], [-0.982, 5.786, 3.908], [-1.705, 5.943, 2.371], [-0.120, 6.714, 2.723], [0.423, 3.913, 3.103], [-1.904, 3.340, 2.587], [-0.707, 2.699, 1.389], [-1.786, 4.076, 0.936], [1.090, 4.110, 0.773], [-1.824, -1.479, -4.413], [-2.776, -2.484, -3.852], [-2.484, -3.911, -4.222], [-2.713, -2.456, -2.402], [-1.733, -1.526, -5.520], [-0.867, -1.661, -3.948], [-2.148, -0.454, -4.091], [-3.808, -2.178, -4.182], [-1.413, -4.117, -4.021], [-2.655, -4.091, -5.299], [-3.051, -4.589, -3.570], [-3.244, -1.695, -2.147], [-1.139, -0.130, -0.366], [-0.379, 0.345, -1.486], [-1.742, -0.976, -0.588], [-0.393, -0.514, 0.362], [-1.692, 0.761, -0.047], [0.115, -0.345, -1.936]], "mulliken_charge": [-1.38, 1.32, -1.62, -0.56, 0.38, 0.44, 0.25, -0.28, 0.37, 0.40, 0.38, 0.25, -0.95, 1.55, -1.93, -0.59, 0.08, 0.03, 0.53, -0.56, 0.56, 0.26, 0.53, 0.37, -1.17, 1.47, -1.69, -0.48, -0.09, 0.36, 0.54, -0.38, 0.37, 0.46, 0.38, 0.27, -1.14, 2.70, -1.54, -0.63, -0.09, 0.21, 0.51, -1.25, 0.46, 0.35, 0.36, 0.12, -1.63, 0.79, -0.80, 0.42, 0.41, 0.31, 0.37, 0.11, -0.04, 0.11, 0.46, -0.29, -1.50, 1.14, -1.23, -0.11, 0.25, 0.38, 0.37, -0.23, -0.18, 0.49, 0.51, -0.04, -1.37, 0.75, -0.30, -0.63, 0.34, 0.31, 0.34, 0.14, 0.44, -0.26, -0.18, 0.18, -0.32, 0.47, -1.34, -0.53, 0.44, -0.17, -0.04, 0.28, 0.21, 0.37, 0.35, 0.27, -0.17, 0.80, 0.45, -0.38, -0.15, -0.27]}

x.
{"formula": "C25H68O9", "method": "ωB97M-V with the def2-TZVPD basis set", "homo_ev": -9.519, "lumo_energy_ev": 0.61, "elements": ["C", "C", "C", "O", "H", "H", "H", "H", "H", "H", "H", "H", "C", "C", "C", "O", "H", "H", "H", "H", "H", "H", "H", "H", "C", "C", "C", "O", "H", "H", "H", "H", "H", "H", "H", "H", "C", "C", "C", "O", "H", "H", "H", "H", "H", "H", "H", "H", "C", "C", "C", "O", "H", "H", "H", "H", "H", "H", "H", "H", "C", "C", "C", "O", "H", "H", "H", "H", "H", "H", "H", "H", "C", "C", "C", "O", "H", "H", "H", "H", "H", "H", "H", "H", "C", "C", "O", "H", "H", "H", "H", "H", "H", "C", "C", "O", "H", "H", "H", "H", "H", "H"], "coordinates": [[-3.644, -2.473, 0.673], [-2.837, -2.898, -0.448], [-3.361, -4.099, -1.176], [-2.851, -1.783, -1.286], [-3.595, -3.219, 1.483], [-4.666, -2.221, 0.360], [-3.271, -1.510, 1.051], [-1.781, -3.072, -0.072], [-4.381, -3.919, -1.519], [-3.326, -4.994, -0.560], [-2.815, -4.277, -2.089], [-2.407, -2.015, -2.120], [3.364, 3.102, 2.691], [2.290, 3.470, 1.700], [2.834, 3.589, 0.300], [1.138, 2.604, 1.700], [2.979, 2.889, 3.675], [4.108, 3.905, 2.747], [3.823, 2.129, 2.391], [1.812, 4.460, 2.039], [3.725, 4.208, 0.169], [2.006, 3.930, -0.373], [3.146, 2.621, -0.092], [1.285, 1.654, 1.640], [-0.851, 0.875, 5.351], [-1.637, 0.327, 4.097], [-2.192, 1.376, 3.167], [-0.860, -0.653, 3.279], [0.049, 1.337, 4.991], [-0.596, 0.072, 6.021], [-1.500, 1.586, 5.831], [-2.384, -0.349, 4.573], [-1.338, 1.681, 2.552], [-2.547, 2.165, 3.808], [-3.000, 1.077, 2.516], [-1.226, -1.516, 3.438], [-3.046, 5.012, -0.101], [-1.635, 4.534, -0.002], [-0.601, 5.638, -0.413], [-1.286, 3.990, 1.272], [-3.748, 4.163, -0.045], [-3.213, 5.514, -1.017], [-3.341, 5.667, 0.737], [-1.574, 3.682, -0.749], [0.364, 5.212, -0.546], [-0.518, 6.501, 0.296], [-0.830, 6.025, -1.445], [-0.418, 3.529, 1.181], [3.112, 2.716, -3.679], [1.820, 1.862, -3.871], [0.556, 2.701, -4.295], [2.009, 1.058, -5.083], [4.000, 2.237, -4.094], [3.313, 2.748, -2.593], [3.017, 3.720, -4.108], [1.619, 1.215, -3.049], [0.926, 3.201, -5.162], [0.180, 3.352, -3.514], [-0.185, 1.938, -4.690], [2.837, 0.546, -4.913], [-1.296, -0.695, -4.705], [-0.561, -2.060, -4.480], [0.608, -1.966, -3.612], [-1.527, -2.948, -3.866], [-2.290, -0.943, -5.150], [-0.669, 0.021, -5.268], [-1.373, -0.305, -3.663], [-0.307, -2.482, -5.456], [0.833, -3.029, -3.300], [0.452, -1.386, -2.683], [1.505, -1.516, -4.075], [-2.229, -3.025, -4.481], [0.622, -3.858, 2.291], [-0.079, -4.350, 3.564], [-0.481, -5.858, 3.514], [0.857, -4.116, 4.667], [0.835, -2.753, 2.220], [-0.007, -4.155, 1.472], [1.615, -4.283, 2.134], [-0.922, -3.704, 3.747], [0.425, -6.433, 3.321], [-1.119, -5.952, 2.613], [-0.912, -6.158, 4.433], [1.152, -4.908, 5.010], [-0.316, 0.812, -0.710], [-0.239, -0.411, 0.152], [0.744, -0.156, 1.121], [-0.975, 0.653, -1.626], [0.712, 1.128, -0.875], [-0.785, 1.644, -0.201], [0.034, -1.339, -0.395], [-1.239, -0.559, 0.625], [0.337, -0.294, 1.985], [3.642, -2.754, 0.512], [2.732, -2.479, -0.718], [2.731, -1.029, -0.942], [4.692, -2.555, 0.335], [3.633, -3.836, 0.606], [3.266, -2.350, 1.434], [1.730, -2.794, -0.364], [3.025, -3.001, -1.638], [2.294, -0.641, -0.170]], "mulliken_charge": [-1.21, 1.63, -1.49, -0.58, 0.28, 0.38, 0.05, -0.40, 0.33, 0.39, 0.38, 0.22, -1.63, 0.54, -0.91, -0.13, 0.39, 0.43, 0.31, 0.24, 0.52, 0.00, 0.16, 0.21, -1.43, 0.55, -0.98, -0.46, 0.22, 0.38, 0.45, 0.23, 0.08, 0.45, 0.28, -0.04, -1.67, 1.48, -1.05, -0.47, 0.37, 0.39, 0.36, -0.20, 0.13, 0.25, 0.39, 0.01, -1.10, 1.53, -1.38, -0.63, 0.42, 0.12, 0.29, -0.47, 0.54, 0.25, 0.18, 0.35, -0.90, 0.05, -0.58, -0.49, 0.40, 0.31, 0.09, 0.41, 0.31, -0.25, 0.30, 0.29, -0.54, 0.61, -1.52, -0.55, -0.07, 0.28, 0.29, -0.05, 0.38, 0.36, 0.47, 0.31, -0.11, 1.50, -0.21, 0.16, -0.30, -0.06, -0.74, -0.31, 0.19, -1.37, 0.30, -0.49, 0.36, 0.40, 0.30, -0.13, 0.44, 0.21]}

The most stable of them is w.

w.
{"formula": "C6H7NO", "method": "ωB97M-V with the def2-TZVPD basis set", "homo_ev": -9.232, "lumo_energy_ev": 0.91, "elements": ["C", "C", "C", "C", "C", "C", "H", "H", "H", "H", "H", "H", "H", "N", "O"], "coordinates": [[-2.015, -0.347, -0.252], [-0.541, -0.069, -0.190], [0.132, -0.514, 1.053], [1.346, -0.496, 0.054], [1.316, 1.019, -0.208], [0.015, 1.311, -0.356], [-2.148, -1.447, -0.352], [-0.097, -1.482, 1.615], [0.057, 0.375, 1.829], [2.356, -0.949, 0.051], [0.476, -0.876, -1.997], [2.136, 1.732, -0.080], [-0.420, 2.395, -0.189], [0.323, -1.052, -0.947], [-2.936, 0.400, -0.030]], "mulliken_charge": [-0.38, 0.81, -0.55, -0.14, -0.46, -0.46, 0.34, 0.28, 0.25, 0.45, 0.28, 0.36, 0.28, -0.58, -0.48]}

x.
{"formula": "C6H7NO", "method": "ωB97M-V with the def2-TZVPD basis set", "homo_ev": [-7.779, -7.890], "lumo_energy_ev": [-0.30, -0.10], "elements": ["C", "C", "C", "C", "C", "C", "N", "O", "H", "H", "H", "H", "H", "H", "H"], "coordinates": [[1.486, 1.610, 0.149], [-2.025, 0.412, 0.481], [-0.898, -0.508, 0.329], [-2.580, 1.223, -0.471], [1.516, 0.215, 0.041], [2.733, -0.638, -0.216], [1.414, 2.783, 0.205], [0.442, -0.549, 0.068], [-2.488, 0.115, 1.356], [-1.044, -1.562, 0.567], [-2.021, 1.402, -1.348], [-3.497, 1.880, -0.414], [3.034, -0.694, -1.194], [2.612, -1.516, 0.321], [3.675, -0.146, 0.357]], "mulliken_charge": [0.33, -0.29, -0.13, -0.53, 0.49, -1.22, -0.45, -0.39, 0.32, 0.36, 0.28, 0.26, 0.28, 0.40, 0.30]}

The most stable of them is w.